<P>
The following is a DFT calculation (wB97M-V/def2-TZVPD) of a 3-piece molecular cluster, C7H12 overall.

The value obtained for the molecular weight is 96.173 u. The HOMO energy is -8.31 eV. The LUMO energy comes out at -0.5 eV.

Geometry as XYZ:
```
19
C7H12 (wB97M-V/def2-TZVPD)
C 0.08383 2.28668 -0.65462
C 0.15333 0.83300 -1.04032
C 1.03802 -0.02954 -0.06694
C 0.28910 -1.39185 0.13309
C 0.38478 -1.94591 1.56472
C -1.21293 -1.07156 -0.21124
C -1.09993 0.00081 -0.92317
H -0.31055 2.37653 0.36224
H 1.09096 2.71206 -0.68938
H -0.56759 2.82261 -1.34610
H 0.51527 0.71064 -2.06764
H 2.06606 -0.14181 -0.44736
H 1.11874 0.48195 0.90762
H 0.71433 -2.14797 -0.54420
H -0.00621 -1.22208 2.29040
H 1.41851 -2.18685 1.85155
H -0.20967 -2.86159 1.65945
H -2.69513 -0.17030 -0.20581
H -2.83322 0.93298 -0.69863
```

<Q>
The following is a DFT calculation (wB97M-V/def2-TZVPD) of C7H12 as an isolated structure.

The value obtained for the molecular weight is 96.173 u. The HOMO energy (spin up / spin down) is -7.04 / -7.04 eV. The LUMO energy (spin up / spin down) comes out at 0.8 / 0.8 eV.

Geometry as XYZ:
```
19
C7H12 (wB97M-V/def2-TZVPD)
C -0.06788 0.40309 1.92198
C 0.58417 -0.60869 0.99333
C -0.26128 -1.44953 0.08991
C -1.45451 -1.01434 -0.47744
C -0.58089 1.13410 -1.39444
C 0.80432 0.73851 -1.27805
C 1.29142 -0.18918 -0.24825
H -0.65125 -0.11971 2.68806
H 0.70315 1.00125 2.42150
H -0.73867 1.09057 1.40070
H 1.26060 -1.24221 1.57272
H 0.13789 -2.40702 -0.22652
H -1.93990 -1.65149 -1.21633
H -2.12534 -0.33955 0.03282
H -0.88793 1.56096 -2.35299
H -1.10049 1.55432 -0.54671
H 1.42031 1.51548 -0.71936
H 1.29455 0.56727 -2.24600
H 2.31177 -0.54383 -0.41495
```

<R>
The following is a DFT calculation (wB97M-V/def2-TZVPD) of one molecule with the formula C7H12.

The value obtained for the molecular weight is 96.173 u. The HOMO energy is -9.70 eV. The LUMO energy comes out at 1.1 eV.

Geometry as XYZ:
```
19
C7H12 (wB97M-V/def2-TZVPD)
C -1.82788 -0.01364 0.73217
C -1.20678 -0.52153 -0.55485
C -0.05119 0.08951 -1.30794
C 0.80691 1.20526 -0.75167
C 1.32973 0.71357 0.62170
C 0.99183 -0.81055 0.72538
C 0.16578 -1.16415 -0.51218
H -2.78726 0.48518 0.56225
H -2.01418 -0.86198 1.40367
H -1.18433 0.68966 1.26663
H -1.94654 -0.95647 -1.22739
H -0.11768 0.00552 -2.38938
H 1.63957 1.35727 -1.44870
H 0.26700 2.15808 -0.68808
H 2.40380 0.90423 0.72590
H 0.84906 1.27908 1.42971
H 0.42647 -0.99542 1.64623
H 1.87226 -1.46177 0.78712
H 0.38343 -2.10185 -1.02058
```

Result of the stability comparison: <P> is the least stable of them.

<P>
The following is a DFT calculation (wB97M-V/def2-TZVPD) of one molecule with the formula C7H12.

The value obtained for the molecular weight is 96.173 u. The HOMO energy is -6.61 eV. The LUMO energy comes out at -0.3 eV.

Geometry as XYZ:
```
19
C7H12 (wB97M-V/def2-TZVPD)
C -0.77213 1.83916 1.44222
C -1.64449 1.38794 0.23203
C -0.66162 0.93450 -0.82173
C 0.74643 0.68489 -0.90399
C 1.57438 -2.34495 -0.47636
C 0.41043 -1.59403 0.10687
C -0.15495 -0.52410 -0.61362
H -1.37128 2.39887 2.16661
H -0.02829 2.50855 1.01045
H -0.26012 1.04735 1.98660
H -2.30579 0.58217 0.54120
H -2.28987 2.18932 -0.12854
H 1.49280 0.84194 -0.11791
H 1.19841 0.76882 -1.89202
H 2.31925 -1.75227 -0.99581
H 2.07403 -3.09843 0.12845
H 0.82161 -2.80798 -1.13269
H -0.25436 -2.12514 0.79102
H -0.89444 -0.93663 -1.32278
```

<Q>
The following is a DFT calculation (wB97M-V/def2-TZVPD) of one molecule with the formula C7H12.

The value obtained for the molecular weight is 96.173 u. The HOMO energy is -8.20 eV. The LUMO energy comes out at 0.4 eV.

Geometry as XYZ:
```
19
C7H12 (wB97M-V/def2-TZVPD)
C 2.96648 0.38841 -0.66659
C 1.47562 0.40472 -0.99280
C 0.60179 0.10829 0.15241
C -0.64228 0.90169 0.17613
C -1.86804 0.14548 0.65380
C -2.10510 -1.20020 0.02891
C -1.68432 -1.09994 1.46814
H 3.57641 0.46856 -1.57114
H 3.22862 -0.52652 -0.12852
H 3.20795 1.23729 -0.01881
H 1.19476 1.26392 -1.62906
H 1.22445 -0.50485 -1.58310
H -0.65720 -1.35835 1.70423
H -0.86811 1.49567 -0.72944
H -0.32634 1.63614 0.95127
H -2.74367 0.75895 0.85578
H -3.12155 -1.50527 -0.20002
H -1.36268 -1.53772 -0.69352
H -2.42067 -1.33469 2.22995
```

Result of the stability comparison: <P> is the least stable of them.

<P>
The following is a DFT calculation (wB97M-V/def2-TZVPD) of C6H12NO as an isolated structure.

The value obtained for the molecular weight is 114.168 u. As for the charge: -1. The HOMO energy is -2.59 eV. The LUMO energy comes out at 3.9 eV.

Geometry as XYZ:
```
20
C6H12NO (wB97M-V/def2-TZVPD)
C -0.30283 1.44598 2.16698
O 0.83789 1.87310 2.67180
C -0.08411 0.33827 0.91282
C 0.54415 1.19195 -0.25960
C 0.33351 -0.08580 -1.01251
C -0.68260 -0.48498 -1.80371
C -0.66723 -1.96784 -2.15096
N 0.88578 -0.52252 1.57438
H -0.98273 2.23947 1.79693
H -0.88975 0.79015 2.86232
H -1.13677 0.11293 0.84578
H -0.15588 1.84743 -0.78767
H 1.44674 1.54569 0.21692
H 1.24471 -0.68785 -1.01780
H -1.10283 0.18905 -2.55069
H -1.61318 -2.31530 -2.57153
H 0.14866 -2.24595 -2.82690
H -0.62540 -2.54578 -1.23007
H 1.26072 0.13341 2.28156
H 1.54115 -0.85141 0.88194
```

<Q>
The following is a DFT calculation (wB97M-V/def2-TZVPD) of an isolated ion of composition C6H12NO and charge -1.

The value obtained for the molecular weight is 114.168 u. As for the charge: -1. The HOMO energy is -2.36 eV. The LUMO energy comes out at 3.7 eV.

Geometry as XYZ:
```
20
C6H12NO (wB97M-V/def2-TZVPD)
C 0.63876 0.58426 -2.96039
C 0.94038 0.30430 -1.70759
C 0.94910 1.34689 -0.61712
C 0.12313 0.95853 0.63196
C -0.99535 -0.08536 0.41012
N -0.56630 -1.40395 0.77233
C -0.51757 -1.61115 2.25232
O -1.47994 -1.00061 2.94788
H 0.38668 1.56958 -3.34447
H 0.67223 -0.16118 -3.76139
H 1.13800 -0.71987 -1.40885
H 0.60990 2.30157 -1.01339
H 1.99508 1.38953 -0.33533
H -0.36097 1.85077 1.04414
H 0.76435 0.57561 1.42066
H -1.86069 0.26021 0.98719
H -1.25049 -0.02919 -0.64478
H -1.18770 -2.10232 0.38528
H -0.51833 -2.72549 2.37263
H 0.51976 -1.30213 2.56878
```

Result of the stability comparison: <P> is the least stable of them.

<P>
The following is a DFT calculation (wB97M-V/def2-TZVPD) of H21O11 as an isolated structure.

The value obtained for the molecular weight is 197.157 u. As for the charge: -1. The HOMO energy is -6.14 eV. The LUMO energy comes out at 2.9 eV.

Geometry as XYZ:
```
32
H21O11 (wB97M-V/def2-TZVPD)
O 1.17196 1.36875 3.86056
H 0.82773 2.06258 3.24804
H 0.15575 0.96182 3.83578
O -2.99827 1.99463 -0.86170
H -1.96252 2.06169 -0.66081
H -2.99338 1.88403 -1.81924
O 1.90430 2.85375 -0.29201
H -0.48921 -2.64960 -2.14370
H -2.01545 -2.92285 -0.08745
O 1.16771 -0.33575 -3.13070
H 1.34688 0.59481 -3.11637
H 0.93035 -0.68487 -2.17467
O -0.91155 0.34354 1.73785
H -1.63816 0.65947 1.13118
H 3.27061 0.36721 1.33368
O -1.18511 -2.59960 -0.40216
H -1.51110 -1.47885 -0.57408
H 2.00744 0.08797 0.89316
O 2.85355 0.47430 0.44716
H 2.34018 3.06472 -1.13568
O 0.40361 -3.02196 -2.36098
H 2.31991 2.09079 0.07507
H 0.62681 -3.58647 -1.66091
O 0.25867 -2.52265 2.13116
H -0.00302 -1.65795 2.61633
H -0.38354 -2.59674 1.44575
O -1.88247 -0.27820 -0.37662
H -1.23663 -0.59137 1.75166
H -2.74323 -0.12781 -0.25991
O -0.48857 1.68510 -0.99353
H -0.04597 2.09670 -0.27518
H -1.06228 0.88060 -0.65699
```

<Q>
The following is a DFT calculation (wB97M-V/def2-TZVPD) of a 11-piece molecular cluster, H21O11 overall.

The value obtained for the molecular weight is 197.157 u. As for the charge: -1. The HOMO energy is -6.36 eV. The LUMO energy comes out at 2.8 eV.

Geometry as XYZ:
```
32
H21O11 (wB97M-V/def2-TZVPD)
O 0.43650 -0.04411 -0.01388
H -0.02942 -0.64165 0.53263
O -2.10186 0.69148 -1.09395
H -2.42137 0.32361 -1.95438
H -1.20602 0.44934 -0.80628
O 1.56506 0.54600 -2.23210
H 1.14188 0.11897 -1.43391
H 1.14344 0.20152 -3.01027
O 3.51164 -0.17287 0.33945
H 2.64102 -0.05794 -0.02274
H 3.34781 -0.70801 1.08760
O 0.57219 2.50210 -0.03179
H 0.51268 1.52361 0.14937
H -0.35303 2.73783 0.14524
O -0.29955 2.40718 -2.68636
H 0.28974 1.99749 -2.01995
H -0.91371 1.76503 -2.95098
O -2.33220 -1.91239 -0.46965
H -3.23772 -2.15104 -0.71409
H -2.41208 -0.98958 -0.31651
O 0.98686 -2.30018 -1.55382
H 1.63850 -2.69012 -0.99452
H 0.50780 -1.63823 -1.05282
O -0.58658 -1.82441 2.17649
H 0.21396 -1.44201 1.88196
H -0.41841 -2.52902 2.78954
O 1.28533 0.81332 2.38440
H 1.05563 0.48079 1.47244
H 1.13324 1.75370 2.51288
O -2.08682 0.55270 2.36802
H -2.00579 0.48725 3.32772
H -1.57872 -0.25037 2.19028
```

Result of the stability comparison: <P> is the least stable of them.

<P>
The following is a DFT calculation (wB97M-V/def2-TZVPD) of a 2-piece molecular cluster, C18H18N2 overall.

The value obtained for the molecular weight is 262.356 u. The HOMO energy is -7.65 eV. The LUMO energy comes out at 0.8 eV.

Geometry as XYZ:
```
38
C18H18N2 (wB97M-V/def2-TZVPD)
C -0.68187 2.08416 5.14324
C -0.80483 0.94487 4.19371
C -1.99949 0.23869 4.03782
N -1.82048 -0.78608 3.13001
C -0.48040 -0.84034 2.78539
C 0.21869 -1.81058 2.07647
C 1.54495 -1.51417 1.75869
C 2.18116 -0.34801 2.21519
C 1.45811 0.53237 2.99912
C 0.14516 0.24797 3.42803
H 0.27937 2.60502 5.03298
H -0.68057 1.88402 6.21660
H -1.46914 2.80903 4.94150
H -2.99681 0.51444 4.33239
H -2.39795 -1.59856 2.99767
H -0.25933 -2.65954 1.61465
H 1.92584 -2.27579 1.08823
H 3.09792 -0.18325 1.66437
H 1.85471 1.48445 3.34184
C -0.15940 -2.70383 -2.63917
C -0.62929 -1.29878 -2.88752
C -1.72259 -0.74046 -2.34851
N -1.65481 0.67452 -2.48476
C -0.56747 0.92543 -3.30391
C -0.02127 2.15578 -3.68130
C 1.22085 2.14955 -4.30285
C 1.97412 0.96514 -4.46876
C 1.46174 -0.24915 -4.05325
C 0.21189 -0.25888 -3.44086
H -0.56935 -3.07260 -1.69177
H 0.87025 -2.60960 -2.27463
H -0.39778 -3.34995 -3.47966
H -2.59944 -1.16580 -1.89662
H -2.52455 1.13529 -2.75824
H -0.62809 3.04420 -3.82713
H 1.58398 3.11735 -4.62436
H 3.00784 1.12277 -4.74677
H 2.02833 -1.16967 -4.08783
```

<Q>
The following is a DFT calculation (wB97M-V/def2-TZVPD) of a 2-piece molecular cluster, C18H18N2 overall.

The value obtained for the molecular weight is 262.356 u. The HOMO energy is -7.68 eV. The LUMO energy comes out at 0.7 eV.

Geometry as XYZ:
```
38
C18H18N2 (wB97M-V/def2-TZVPD)
C 0.31402 3.96461 0.03847
C 0.45304 2.53863 0.44319
C -0.23606 1.48438 -0.04705
N 0.12204 0.31122 0.61496
C 1.17992 0.62837 1.44559
C 1.97886 -0.23555 2.19118
C 2.86606 0.33711 3.08616
C 2.98048 1.72936 3.16817
C 2.29934 2.56610 2.30665
C 1.35217 2.01421 1.43579
H -0.47555 4.11391 -0.70258
H 1.27924 4.37234 -0.28294
H 0.02517 4.62860 0.86696
H -1.02728 1.39071 -0.77246
H 0.04106 -0.58229 0.14702
H 1.83341 -1.30309 2.07154
H 3.50643 -0.32211 3.65788
H 3.63583 2.19800 3.89099
H 2.41051 3.63858 2.40797
C -3.35435 -2.80691 0.09227
C -2.66569 -1.90813 -0.87090
C -3.18643 -0.82432 -1.48596
N -2.23374 -0.25568 -2.32102
C -1.05085 -0.92921 -2.15313
C 0.20108 -0.73234 -2.72919
C 1.25371 -1.51581 -2.28104
C 1.03681 -2.54335 -1.35889
C -0.24645 -2.87939 -0.96353
C -1.30345 -2.03673 -1.32417
H -3.55761 -3.79458 -0.32304
H -4.27702 -2.33888 0.44600
H -2.74932 -3.02848 0.97243
H -4.17370 -0.39288 -1.47926
H -2.27868 0.66843 -2.71349
H 0.41178 0.02240 -3.47377
H 2.22634 -1.29484 -2.70944
H 1.84189 -3.12316 -0.92627
H -0.43297 -3.75923 -0.36509
```

Result of the stability comparison: <P> is the least stable of them.

<P>
The following is a DFT calculation (wB97M-V/def2-TZVPD) of a 3-piece molecular cluster, C4H14NO3 overall.

The value obtained for the molecular weight is 124.160 u. As for the charge: -1. The HOMO energy is -3.69 eV. The LUMO energy comes out at 3.8 eV.

Geometry as XYZ:
```
22
C4H14NO3 (wB97M-V/def2-TZVPD)
C -0.46869 0.01736 -1.90628
C 0.24737 0.78543 -0.72300
C -0.85618 1.90283 -0.20482
N 0.90579 -0.11489 0.12306
C -0.02554 -1.03391 0.97354
O 0.21349 -0.70251 2.23799
H -1.27501 -0.75902 -1.81567
H -0.56710 0.50129 -2.86196
H 0.25598 -0.75383 -2.38832
H 0.99763 1.45583 -1.17827
H -1.73411 1.43300 0.22351
H -0.23397 2.21596 0.57755
H -0.99403 2.60923 -1.08694
H 1.51965 0.27434 0.89363
H -1.03311 -1.07163 0.70607
H 0.27751 -2.13153 0.62912
H 1.76411 -1.18247 -0.83752
H 3.25471 -1.96909 -1.05487
O 2.50129 -1.64474 -1.51421
H -1.66056 0.81114 2.98229
H -1.09528 -0.60278 3.10540
O -1.99393 -0.04001 3.11970
```

<Q>
The following is a DFT calculation (wB97M-V/def2-TZVPD) of a 3-piece molecular cluster, C4H14NO3 overall.

The value obtained for the molecular weight is 124.160 u. As for the charge: -1. The HOMO energy is -4.58 eV. The LUMO energy comes out at 4.1 eV.

Geometry as XYZ:
```
22
C4H14NO3 (wB97M-V/def2-TZVPD)
C 0.89570 -0.09199 1.25892
N 0.40823 -1.56962 1.12325
C 0.46592 -2.10962 -0.23657
O -0.63316 -1.68411 -1.01572
C -0.25401 0.96279 1.39543
C -1.42439 0.79335 0.54827
H 1.47049 0.13998 0.27173
H 1.61141 0.03558 2.10060
H -0.61794 -1.65166 1.58962
H 0.54194 -3.20507 -0.25538
H 1.50788 -1.71395 -0.60007
H -0.64260 0.64365 2.51454
H 0.19605 2.05450 1.42092
H -1.26572 0.76287 -0.56914
H -2.27595 1.49227 0.79099
H -1.78693 -0.25009 0.81050
H 0.76223 2.41189 -0.70451
H 0.25378 1.25941 -1.64903
O 0.22128 2.30114 -1.44220
H -0.21123 -0.92805 -1.75817
H 0.38261 0.26728 -3.22050
O 0.39440 0.07945 -2.37347
```

Result of the stability comparison: <P> is the least stable of them.